{"formula": "C32H28FeN5P2S4", "method": "ωB97M-V/def2-TZVPD", "multiplicity": 5, "total_charge": -1, "homo_ev": [-3.00, -3.22], "s2": 6.04, "relative_energy_kcal_mol": 10.8, "lumo_ev": [2.3, 2.2], "gap_ev": [5.25, 5.45], "elements": ["Fe", "N", "C", "S", "N", "N", "C", "C", "C", "C", "C", "C", "N", "H", "H", "H", "H", "H", "H", "H", "S", "C", "S", "S", "N", "P", "C", "C", "C", "C", "C", "C", "C", "C", "C", "C", "C", "C", "P", "C", "C", "C", "C", "C", "C", "C", "C", "C", "C", "C", "C", "H", "H", "H", "H", "H", "H", "H", "H", "H", "H", "H", "H", "H", "H", "H", "H", "H", "H", "H", "H", "H"], "positions_angstrom": [[1.91114, 0.10220, -0.26988], [2.36111, 3.66473, -2.77124], [2.22069, 2.69651, -1.82281], [1.51121, 1.19574, -2.30199], [2.58084, 3.08482, -0.59625], [2.48914, 2.05794, 0.27148], [2.68432, 2.25599, 1.51517], [2.59378, 1.07407, 2.38277], [2.93135, 1.12155, 3.72908], [2.83965, -0.02661, 4.49196], [2.41126, -1.19956, 3.89385], [2.10542, -1.17000, 2.54721], [2.18528, -0.06406, 1.80676], [2.33139, 3.31737, -3.71592], [3.08355, 4.34095, -2.57795], [2.97201, 3.23271, 1.89765], [3.28547, 2.05516, 4.14842], [3.11543, -0.01415, 5.53924], [2.32770, -2.12208, 4.45163], [1.80145, -2.06242, 2.01226], [5.94498, -2.18067, -1.66668], [4.68376, -1.24941, -1.07707], [3.09762, -1.94740, -0.77736], [4.76289, 0.42463, -0.71508], [-1.26526, -0.45195, -0.17212], [-0.13542, -1.62696, -0.76235], [-1.07761, -3.20435, -0.61556], [-0.42296, -4.33909, -1.10381], [-1.05184, -5.57200, -1.09838], [-2.34325, -5.69827, -0.59329], [-2.98588, -4.58651, -0.07523], [-2.35162, -3.34639, -0.07987], [-0.36155, -1.47358, -2.58909], [-1.55449, -1.00070, -3.12747], [-1.72180, -0.92207, -4.50102], [-0.69422, -1.32037, -5.34983], [0.50074, -1.78262, -4.81663], [0.67234, -1.85624, -3.43870], [-0.44560, 0.91676, 0.43824], [-1.41066, 2.30909, -0.24753], [-2.69686, 2.15185, -0.75269], [-3.38857, 3.24167, -1.26308], [-2.79927, 4.49979, -1.27369], [-1.51206, 4.66213, -0.78222], [-0.81695, 3.56968, -0.27934], [-0.98979, 0.93289, 2.19291], [-1.20352, -0.25912, 2.88129], [-1.46433, -0.25734, 4.24753], [-1.49423, 0.93766, 4.94906], [-1.26821, 2.13201, 4.27623], [-1.01399, 2.12928, 2.91273], [-2.07947, -0.76751, 0.33560], [0.58821, -4.24429, -1.48979], [-0.53473, -6.43934, -1.48943], [-2.84161, -6.65973, -0.60295], [-3.98733, -4.67610, 0.32800], [-2.88418, -2.49815, 0.33458], [-2.34697, -0.67164, -2.46523], [-2.65033, -0.54197, -4.91104], [-0.82334, -1.26042, -6.42400], [1.31481, -2.06742, -5.47140], [1.62198, -2.17662, -3.01926], [-3.15683, 1.17061, -0.76100], [-4.38835, 3.10787, -1.65756], [-3.33656, 5.34752, -1.68096], [-1.03795, 5.63518, -0.80678], [0.20595, 3.69256, 0.06183], [-1.14890, -1.20649, 2.35538], [-1.63687, -1.19512, 4.76162], [-1.68387, 0.93990, 6.01562], [-1.29004, 3.07041, 4.81644], [-0.83821, 3.06747, 2.39904]], "mulliken_charge": [0.4626, -0.5017, 0.5309, -0.3863, -1.8094, 1.5037, -1.0233, 0.9978, -1.0450, -0.3416, -0.9953, -0.3893, 0.7535, 0.2528, 0.2714, 0.2759, 0.4621, 0.4064, 0.4552, 0.4060, -0.3974, -0.0142, -0.3503, -0.3971, 0.4397, -0.6165, 0.9036, -0.5291, -0.6320, -0.5050, -0.7932, -0.4242, 0.4834, -0.2908, -0.6579, -0.5093, -0.6145, 0.1089, 0.8517, 0.5202, -0.5374, -0.6632, -0.5341, -0.9766, -0.2071, 0.5570, -0.3750, -0.7637, -0.4888, -0.7054, -0.6089, 0.2418, 0.3843, 0.4110, 0.3520, 0.4047, 0.3154, 0.2105, 0.3986, 0.3594, 0.4324, 0.2790, 0.2390, 0.4034, 0.3675, 0.4248, 0.4007, 0.2838, 0.4068, 0.3730, 0.3994, 0.3532]}


{"formula": "C32H29BrCsFN4O5S", "method": "ωB97M-V/def2-TZVPD", "multiplicity": 1, "total_charge": -2, "homo_ev": -0.29, "relative_energy_kcal_mol": 0.0, "lumo_ev": 2.9, "gap_ev": 3.17, "elements": ["Cs", "Br", "C", "C", "C", "C", "C", "C", "N", "C", "C", "C", "C", "C", "C", "N", "H", "H", "H", "H", "H", "H", "H", "H", "H", "O", "C", "O", "C", "O", "O", "C", "C", "C", "N", "C", "S", "N", "C", "O", "C", "C", "C", "C", "C", "C", "H", "H", "H", "H", "H", "H", "H", "H", "H", "H", "H", "H", "H", "H", "F", "C", "C", "C", "C", "C", "C", "C", "H", "H", "H", "H", "H", "H"], "positions_angstrom": [[1.80908, -0.22028, 2.03107], [-0.32991, 7.54675, 3.58630], [-0.41240, 5.64917, 3.68109], [-0.99653, 5.07465, 4.79358], [-1.04882, 3.70566, 4.90993], [-0.53291, 2.86826, 3.88489], [0.02111, 3.50398, 2.75014], [0.08936, 4.88046, 2.64411], [-0.47054, 1.47577, 3.90105], [-1.13046, 0.79624, 4.78394], [-1.05889, -0.65944, 4.86333], [-1.67848, -1.34477, 5.91277], [-1.62542, -2.71744, 5.94127], [-0.95314, -3.39232, 4.93021], [-0.33529, -2.66046, 3.93608], [-0.38063, -1.35043, 3.91223], [-1.36952, 5.70698, 5.59545], [-1.43725, 3.26302, 5.81183], [0.44748, 2.87641, 1.98369], [0.56345, 5.33416, 1.78206], [-1.76417, 1.27363, 5.53222], [-2.19905, -0.74837, 6.64931], [-2.08541, -3.27277, 6.74163], [-0.93604, -4.46744, 4.92444], [0.19689, -3.14394, 3.13229], [5.88615, 0.47355, 2.53334], [4.97058, -0.19750, 2.07996], [4.29344, -1.02391, 2.66318], [4.54570, 0.12613, 0.49310], [5.20799, -0.43011, -0.36332], [3.58866, 0.86132, 0.30784], [1.53202, 3.68263, -4.12307], [2.36348, 2.42208, -3.83813], [1.94253, 1.68595, -2.55292], [0.66824, 0.98554, -2.72187], [-0.50526, 1.42128, -2.21168], [-0.71651, 2.82782, -1.33685], [-1.59697, 0.57971, -2.39405], [-1.86876, -0.40064, -3.35780], [-2.67947, -1.28427, -3.13010], [-1.30804, -0.22231, -4.71872], [-1.09692, 1.04777, -5.27260], [-0.66460, 1.18266, -6.58080], [-0.46543, 0.05426, -7.34946], [-0.67788, -1.20960, -6.80977], [-1.10281, -1.36158, -5.50559], [1.87190, 4.15851, -5.03286], [1.63857, 4.38798, -3.31342], [0.47740, 3.44141, -4.21126], [3.40662, 2.69919, -3.70678], [2.30102, 1.70911, -4.66792], [1.83502, 2.39711, -1.73057], [2.71344, 0.96428, -2.28029], [0.69483, 0.02532, -2.99938], [-2.21398, 0.53898, -1.59484], [-1.23141, 1.92678, -4.64991], [-0.47702, 2.15938, -7.00718], [-0.12388, 0.17006, -8.37402], [-0.52381, -2.09558, -7.41192], [-1.29585, -2.33186, -5.07366], [-1.76533, -7.12933, 2.14032], [-1.40968, -5.95955, 1.47993], [-2.13734, -4.80304, 1.71207], [-1.80965, -3.63726, 1.04104], [-0.74206, -3.54736, 0.05830], [-0.43873, -2.37331, -0.63569], [-0.02401, -4.79589, -0.09341], [-0.36292, -5.96033, 0.57152], [-2.96293, -4.84879, 2.40426], [-2.43808, -2.76120, 1.21590], [-1.06683, -1.48804, -0.55762], [0.39748, -2.31908, -1.32321], [0.80570, -4.84004, -0.79880], [0.18284, -6.88566, 0.41381]], "mulliken_charge": [1.0205, -0.2380, 0.2336, -0.7565, -0.4804, 0.3800, -0.0167, -0.6329, 0.0058, -0.1774, 0.2783, -0.6689, -0.3806, -0.5967, -0.2321, 0.0726, 0.3616, 0.2481, 0.3856, 0.4395, 0.1703, 0.3189, 0.4222, 0.4347, 0.3568, -0.7410, 0.4410, -0.8271, 0.5828, -0.7360, -0.7158, -1.0211, -0.3136, -0.9498, 0.2085, -0.2648, -0.3797, 0.2453, 0.1530, -0.6076, 0.0671, 0.1840, -0.7258, -0.3428, -0.5033, -0.6172, 0.3639, 0.3309, 0.1310, 0.3652, 0.2597, 0.3918, 0.3264, 0.2767, 0.3237, 0.4645, 0.4017, 0.3615, 0.3739, 0.4692, -0.4033, 0.4182, -0.4941, -0.6144, 0.9715, -1.3086, -0.6146, -0.4378, 0.4680, 0.2218, 0.0488, 0.1653, 0.2792, 0.3753]}


{"formula": "C32H29BrF4GeIrN2PSe2", "method": "ωB97M-V/def2-TZVPD", "multiplicity": 2, "total_charge": 3, "homo_ev": [-16.40, -16.66], "s2": 0.76, "lumo_ev": [-11.7, -11.7], "gap_ev": [4.68, 4.95], "elements": ["Ir", "F", "C", "C", "F", "C", "F", "C", "P", "C", "C", "C", "C", "C", "C", "C", "C", "C", "C", "C", "C", "C", "Br", "C", "F", "H", "H", "H", "H", "H", "H", "H", "H", "H", "H", "Se", "Se", "C", "C", "C", "C", "C", "N", "C", "C", "C", "C", "C", "N", "H", "H", "H", "H", "H", "H", "H", "H", "C", "Ge", "C", "C", "C", "H", "H", "H", "H", "H", "H", "H", "H", "H", "H", "H"], "positions_angstrom": [[-1.24700, 1.06616, -0.13144], [2.88990, 0.25526, 5.62676], [2.49290, 0.34326, 4.38016], [3.41770, 0.35426, 3.33066], [4.70760, 0.26866, 3.57166], [2.96180, 0.45636, 2.01586], [3.85210, 0.46866, 1.02596], [1.60690, 0.55606, 1.68856], [1.14020, 0.63496, -0.09404], [1.97040, 2.08876, -0.79624], [1.82040, 2.26646, -2.17764], [2.57990, 3.21446, -2.83624], [3.45610, 4.02016, -2.11964], [3.53620, 3.90286, -0.73884], [2.78700, 2.94956, -0.06944], [2.07420, -0.80234, -0.72284], [1.73690, -2.06474, -0.22914], [2.48810, -3.16744, -0.58884], [3.58220, -3.02344, -1.43124], [3.92130, -1.76994, -1.91624], [3.16490, -0.66184, -1.58114], [0.70420, 0.52376, 2.75206], [-1.18560, 0.59346, 2.52466], [1.13260, 0.42556, 4.07196], [0.22730, 0.40906, 5.03456], [1.11700, 1.64316, -2.71824], [2.51150, 3.32186, -3.90704], [4.06930, 4.74616, -2.63084], [4.20890, 4.53116, -0.17744], [2.87000, 2.86086, 1.00286], [0.90420, -2.18264, 0.45406], [2.22510, -4.14594, -0.21664], [4.17330, -3.88324, -1.70114], [4.78340, -1.65014, -2.55214], [3.45970, 0.30986, -1.94304], [-2.55770, 3.10516, -1.59974], [-4.03490, 2.79346, 0.18146], [-4.37800, 0.93616, -0.22834], [-5.66500, 0.43676, -0.09974], [-5.91770, -0.83744, -0.58964], [-4.89070, -1.52834, -1.21134], [-3.62010, -0.96964, -1.24564], [-3.35570, 0.23256, -0.72884], [-1.30240, 4.12276, -0.52724], [-1.08940, 5.47196, -0.70994], [-0.27210, 6.12006, 0.20776], [0.28470, 5.38626, 1.24416], [0.04050, 4.02086, 1.31256], [-0.73740, 3.39836, 0.43486], [-6.45010, 1.03936, 0.33926], [-6.90740, -1.26024, -0.52314], [-5.07020, -2.48104, -1.67824], [-2.80990, -1.47054, -1.75134], [-1.56020, 5.99146, -1.53184], [-0.08940, 7.17976, 0.11326], [0.88030, 5.86876, 1.99916], [0.46950, 3.42136, 2.10376], [-1.02230, -4.65114, -1.96354], [-1.66580, -4.20754, -0.09554], [-0.50580, -5.07034, 1.27996], [-3.55350, -4.92714, -0.03724], [-1.75050, -2.30744, 0.31076], [-0.81930, -5.71594, -2.02554], [-0.10930, -4.09554, -2.15634], [-1.78470, -4.39734, -2.69174], [-0.44520, -6.13544, 1.07086], [-0.96200, -4.92584, 2.25686], [0.49830, -4.65684, 1.30246], [-3.48110, -6.00584, 0.05526], [-4.09950, -4.68244, -0.94034], [-4.05440, -4.51334, 0.83166], [-1.11640, -1.54044, -0.13254], [-2.23570, -2.00444, 1.22336]], "mulliken_charge": [1.6612, -0.2350, 0.4830, 0.2975, -0.2374, -0.0324, -0.3415, 0.2107, 0.0745, 1.0218, -0.4606, -0.8152, -0.6440, -0.9028, -0.5590, 0.7267, -0.3144, -0.9338, -0.8640, -0.8445, -0.0442, -0.0531, -0.1310, 0.2880, -0.2980, 0.4503, 0.5306, 0.4645, 0.5204, 0.4731, 0.4174, 0.3750, 0.4589, 0.4804, 0.4084, -0.0957, 0.1243, 0.4195, -0.6257, -0.5484, -0.7262, -1.0744, 0.0109, 0.3065, -0.6613, -0.4046, -0.9429, -0.3331, 0.2069, 0.4694, 0.4728, 0.6004, 1.1598, 0.4982, 0.4944, 0.5357, 0.5108, -1.1658, 0.4512, -0.9441, -1.1729, -0.3056, 0.4128, 0.3596, 0.4074, 0.3681, 0.4256, 0.3010, 0.4064, 0.3491, 0.4187, 0.3179, 0.3419]}


Among the records above, which one has the lowest multiplicity?
C32H29BrCsFN4O5S


What is the multiplicity in the first record?
5


Which of these has the highest multiplicity?
C32H28FeN5P2S4